No. 1
Density functional theory data (ωB97M-V/def2-TZVPD) for a cluster of 3 separate species, C3H11NO2 in total at a distorted geometry.

Last column: Mulliken charge in e.
Positions of all 17 atoms, in Å:
H 1.890 0.582 0.782  0.423
H -1.400 -0.231 0.043  0.101
H 1.406 -1.325 -0.357  0.293
H 3.237 1.082 -0.913  0.177
H -0.541 -1.082 1.566  0.358
H 0.019 -2.420 -0.656  0.309
H -0.058 -0.826 -1.446  0.316
H -2.863 0.354 -0.062  0.303
H -0.799 1.203 1.532  0.394
O 1.336 0.806 1.601  -0.469
C -0.413 -0.619 0.588  -0.019
N -2.187 0.668 -0.677  -0.542
H 0.075 1.236 -0.076  0.369
C 0.016 0.793 0.947  -0.492
H -2.536 0.711 -1.598  0.198
O 2.564 0.393 -0.718  -0.854
C 0.255 -1.326 -0.557  -0.866

- orbital gap (eV) = 4.275
- largest force on an atom (eV/A) = 4.29
- HOMO (eV) = -8.408
- net charge = 0

No. 2
Density functional theory data (ωB97M-V/def2-TZVPD) for a cluster of 3 separate species, C3H11NO2 in total at a distorted geometry.

Last column: Mulliken charge in e.
Positions of all 17 atoms, in Å:
H -0.628 -1.610 -6.386  0.319
O -1.113 -1.524 -5.559  -0.642
C -0.466 -0.902 0.616  -0.822
N 0.430 -0.201 1.560  -0.401
C -0.096 1.050 1.965  0.180
H -1.243 -0.244 0.228  0.298
H 0.590 -0.800 2.363  0.230
H 0.041 0.744 4.050  0.219
H -0.664 2.349 3.537  0.250
H -0.926 -1.783 1.058  0.305
H -0.197 1.732 1.130  0.338
H 1.681 0.722 -0.031  0.355
H 0.073 -1.201 -0.285  0.269
H 2.791 1.333 -0.890  0.309
C -0.282 1.386 3.237  -0.878
H -1.834 -2.177 -5.723  0.323
O 1.843 1.126 -0.871  -0.652

- orbital gap (eV) = 9.658
- largest force on an atom (eV/A) = 1.50
- HOMO (eV) = -8.644
- net charge = 0
- SMILES string = C=CNC.O.O

Q: What is the HOMO in the second record?
A: -8.644 eV

Q: Number 2 is which compound?
A: C3H11NO2